No. 1
{
  "formula": "C10H13Cl3N4S3SiZr",
  "method": "ωB97M-V/def2-TZVPD",
  "elements": ["Zr", "N", "C", "C", "N", "H", "H", "H", "H", "H", "H", "H", "H", "S", "C", "S", "C", "N", "N", "C", "C", "C", "C", "C", "C", "S", "H", "H", "H", "H", "H", "Cl", "Si", "Cl", "Cl"],
  "xyz": [[1.40, 0.38, 0.04], [-0.14, 0.83, 1.84], [-1.49, 1.25, 1.34], [-1.30, 2.12, 0.12], [-0.55, 1.31, -0.90], [-0.25, 0.11, 2.55], [0.28, 1.62, 2.33], [-2.07, 1.77, 2.09], [-2.04, 0.34, 1.07], [-0.70, 3.00, 0.35], [-2.26, 2.45, -0.26], [-0.23, 1.92, -1.65], [-1.19, 0.65, -1.34], [6.06, 0.87, -3.60], [5.22, 1.22, -2.28], [3.74, 2.17, -2.28], [3.56, 1.86, -0.58], [4.52, 1.16, -0.05], [5.45, 0.84, -0.94], [6.58, 0.07, -0.47], [7.86, 0.39, -0.89], [8.93, -0.35, -0.41], [8.71, -1.40, 0.47], [7.42, -1.71, 0.89], [6.35, -0.97, 0.42], [2.30, 2.49, 0.43], [8.03, 1.22, -1.55], [9.93, -0.11, -0.72], [9.55, -1.98, 0.84], [7.26, -2.52, 1.58], [5.34, -1.19, 0.73], [2.34, -4.28, 0.14], [1.23, -2.68, 0.48], [2.72, -1.22, 1.52], [1.96, -0.59, -2.01]],
  "nbo_charge": [1.4549, -0.8963, -0.2359, -0.2404, -0.8888, 0.4254, 0.4193, 0.2503, 0.2174, 0.2267, 0.2517, 0.4325, 0.4204, 0.1255, -0.2075, 0.4797, -0.3280, -0.1404, -0.2262, 0.1744, -0.2155, -0.1803, -0.1701, -0.1938, -0.2373, -0.0024, 0.2427, 0.2410, 0.2385, 0.2290, 0.2003, -0.2761, 1.0810, -0.3353, -0.3364],
  "homo_ev": -13.57,
  "e_tot_ev": -95761.41786,
  "e_lumo_ev": -8.517,
  "charge": 2,
  "relative_energy_kj_mol": 179.43,
  "gap_ev": 5.056
}

No. 2
{
  "formula": "C10H13ClMnNO4SeSi",
  "method": "ωB97M-V/def2-TZVPD",
  "elements": ["Mn", "O", "C", "O", "C", "O", "O", "Cl", "C", "C", "C", "C", "N", "C", "H", "H", "H", "H", "C", "Si", "C", "C", "Se", "H", "H", "H", "H", "H", "H", "H", "H", "H"],
  "xyz": [[0.51, -0.80, -1.57], [1.58, -3.49, -4.30], [1.25, -2.54, -3.62], [1.13, -2.47, -2.36], [0.91, -1.11, -4.31], [1.03, -0.98, -5.51], [0.56, -0.27, -3.44], [4.24, 2.97, -2.45], [2.93, 2.47, -1.43], [2.24, 3.42, -0.69], [1.24, 2.93, 0.16], [0.98, 1.59, 0.22], [1.60, 0.66, -0.57], [2.61, 1.13, -1.36], [2.48, 4.47, -0.74], [0.68, 3.63, 0.76], [0.24, 1.18, 0.90], [3.17, 0.40, -1.93], [-3.36, -2.27, 2.16], [-1.98, -0.97, 1.85], [-0.51, -1.34, 3.04], [-2.57, 0.83, 2.22], [-1.37, -1.17, -0.38], [-3.76, -2.20, 3.16], [-2.95, -3.26, 2.01], [-4.17, -2.14, 1.45], [-0.86, -1.42, 4.06], [0.24, -0.56, 3.00], [-0.03, -2.28, 2.76], [-3.20, 0.87, 3.11], [-3.15, 1.23, 1.39], [-1.73, 1.49, 2.38]],
  "nbo_charge": [1.0897, -0.6408, 0.6646, -0.7745, 0.6640, -0.6417, -0.7975, 0.0169, -0.0789, -0.1694, -0.2516, 0.0529, -0.4500, 0.0360, 0.2295, 0.2255, 0.2271, 0.2351, -1.0996, 1.4123, -1.1071, -1.1054, -0.7899, 0.2170, 0.2394, 0.2372, 0.2179, 0.2228, 0.2413, 0.2199, 0.2400, 0.2172],
  "multiplicity": 2,
  "homo_ev": [-4.59, -4.34],
  "e_tot_ev": -137330.81805,
  "e_lumo_ev": [1.941, 1.922],
  "charge": -1,
  "relative_energy_kj_mol": 64.34,
  "gap_ev": [6.535, 6.265]
}

No. 3
{
  "formula": "C10H13ClN2O3Pb",
  "method": "ωB97M-V/def2-TZVPD",
  "elements": ["Cl", "C", "C", "C", "H", "C", "C", "H", "H", "H", "C", "Pb", "C", "O", "C", "O", "H", "H", "H", "C", "N", "C", "N", "O", "H", "H", "H", "H", "H", "H"],
  "xyz": [[0.12, 3.67, -1.08], [-1.87, 0.17, -1.66], [-1.04, -0.94, -1.41], [0.21, -0.71, -2.04], [-1.31, -1.82, -0.84], [0.16, 0.56, -2.67], [-1.14, 1.08, -2.45], [-1.46, 2.07, -2.74], [-2.88, 0.31, -1.30], [1.05, -1.38, -2.04], [1.24, 1.20, -3.47], [0.00, 0.88, -0.25], [1.81, 1.47, 0.20], [2.91, 1.75, 0.48], [-0.89, 1.84, 1.21], [-1.41, 2.48, 2.04], [2.22, 0.96, -3.07], [1.12, 2.29, -3.44], [1.21, 0.88, -4.51], [1.47, -1.92, 3.36], [0.06, -1.87, 3.03], [-0.45, -1.11, 2.01], [-1.79, -1.07, 1.82], [0.33, -0.48, 1.30], [2.09, -1.30, 2.68], [1.83, -2.97, 3.30], [1.62, -1.54, 4.39], [-0.58, -2.40, 3.63], [-2.22, -0.51, 1.08], [-2.42, -1.60, 2.44]],
  "mulliken_charge": [-0.3274, -0.7181, -0.4135, -0.7279, 0.6787, 0.5600, -0.5687, 0.5252, 0.6383, 0.5370, -1.1835, 1.6126, 0.0558, -0.0873, 0.1020, -0.0694, 0.3296, 0.3296, 0.3621, -0.8154, -0.2379, 1.0636, -0.2673, -0.8169, 0.2744, 0.3204, 0.3229, 0.2326, 0.0525, 0.2359],
  "homo_ev": -16.16,
  "e_tot_ev": -37449.14821,
  "e_lumo_ev": -10.038,
  "charge": 2,
  "relative_energy_kj_mol": 464.66,
  "gap_ev": 6.120
}

No. 4
{
  "formula": "C10H13ClN3",
  "method": "ωB97M-V/def2-TZVPD",
  "elements": ["C", "C", "C", "N", "C", "N", "N", "C", "C", "C", "Cl", "C", "C", "C", "H", "H", "H", "H", "H", "H", "H", "H", "H", "H", "H", "H", "H"],
  "xyz": [[1.19, -1.77, -0.93], [1.50, -0.83, 0.29], [1.97, -1.55, 1.59], [0.29, -0.03, 0.75], [0.57, 0.95, 1.75], [-0.82, -1.11, 1.46], [-1.85, -0.92, 0.93], [-1.90, 0.03, -0.11], [-2.87, 0.47, -1.01], [-2.53, 1.49, -1.92], [-3.84, 1.97, -2.85], [-1.29, 2.09, -1.97], [-0.24, 1.57, -1.20], [-0.52, 0.50, -0.31], [1.10, -2.73, -0.38], [0.39, -1.45, -1.51], [2.26, -1.84, -1.40], [2.36, -0.21, 0.03], [2.39, -2.53, 1.29], [1.22, -1.74, 2.27], [2.85, -1.01, 2.01], [0.85, 0.52, 2.80], [1.35, 1.53, 1.38], [-0.23, 1.63, 1.96], [-3.88, 0.11, -1.02], [-1.11, 2.96, -2.65], [0.78, 1.91, -1.26]],
  "nbo_charge": [-0.6369, -0.0300, -0.6422, -0.2316, -0.4299, 0.1366, -0.0250, 0.0351, -0.1567, -0.0591, 0.1116, -0.1680, -0.1998, 0.1390, 0.2341, 0.2294, 0.2518, 0.2271, 0.2402, 0.2335, 0.2328, 0.2602, 0.2246, 0.2432, 0.2665, 0.2669, 0.2466],
  "homo_ev": -13.21,
  "e_tot_ev": -27564.00025,
  "e_lumo_ev": -4.721,
  "charge": 1,
  "relative_energy_kj_mol": 286.43,
  "gap_ev": 8.492
}

No. 5
{
  "formula": "C10H13ClO3OsS",
  "method": "ωB97M-V/def2-TZVPD",
  "elements": ["Cl", "C", "C", "C", "H", "C", "C", "H", "H", "H", "C", "Os", "C", "O", "C", "O", "H", "H", "H", "C", "S", "C", "O", "H", "H", "H", "H", "H", "H"],
  "xyz": [[0.05, 3.52, -0.91], [-2.12, 0.25, -1.63], [-1.21, -0.79, -1.21], [0.04, -0.58, -1.88], [-1.44, -1.63, -0.57], [-0.10, 0.57, -2.76], [-1.45, 1.05, -2.60], [-1.86, 1.91, -3.12], [-3.13, 0.36, -1.27], [0.95, -1.17, -1.81], [1.03, 1.14, -3.56], [-0.31, 1.17, -0.62], [1.52, 1.22, -0.06], [2.62, 1.25, 0.31], [-1.40, 1.74, 0.84], [-2.05, 2.10, 1.72], [1.98, 0.83, -3.09], [0.99, 2.24, -3.56], [1.02, 0.77, -4.59], [0.71, -0.30, 3.62], [1.10, -1.48, 2.34], [0.34, -3.01, 2.86], [0.23, -1.10, 1.16], [1.19, -0.59, 4.56], [-0.38, -0.23, 3.72], [1.12, 0.67, 3.30], [-0.70, -2.78, 3.10], [0.38, -3.68, 2.00], [0.87, -3.45, 3.70]],
  "nbo_charge": [0.0006, -0.2351, -0.1708, -0.2785, 0.3154, 0.0412, -0.2182, 0.3013, 0.3035, 0.3053, -0.6618, 0.7234, 0.5812, -0.2981, 0.5767, -0.2774, 0.2476, 0.2638, 0.3027, -0.8212, 1.2556, -0.8045, -1.0072, 0.2786, 0.2435, 0.2428, 0.2473, 0.2672, 0.2750],
  "multiplicity": 5,
  "homo_ev": [-14.76, -15.94],
  "e_tot_ev": -42526.26475,
  "e_lumo_ev": [-8.178, -11.990],
  "charge": 2,
  "relative_energy_kj_mol": 0.00,
  "gap_ev": [6.581, 3.951]
}

No. 6
{
  "formula": "C10H13F6MnN2O14S2",
  "method": "ωB97M-V/def2-TZVPD",
  "elements": ["Mn", "C", "F", "F", "F", "S", "O", "O", "N", "S", "O", "O", "C", "F", "F", "F", "O", "H", "N", "O", "O", "O", "C", "C", "C", "O", "C", "O", "O", "H", "H", "H", "H", "H", "H", "C", "C", "C", "O", "C", "O", "O", "H", "H", "H", "H", "H", "H"],
  "xyz": [[-0.15, 0.07, 1.41], [1.19, -0.92, -2.67], [1.96, -1.99, -2.61], [1.88, 0.16, -2.44], [0.70, -0.85, -3.93], [-0.38, -1.01, -1.63], [-0.76, 0.37, -1.48], [-1.25, -1.86, -2.36], [0.02, -1.45, -0.03], [-0.06, -3.06, 0.00], [-1.40, -3.56, 0.12], [0.72, -3.70, -1.01], [0.85, -3.47, 1.55], [0.69, -4.77, 1.80], [2.13, -3.20, 1.42], [0.36, -2.80, 2.59], [0.35, 0.07, 3.28], [-0.07, -0.53, 3.89], [-0.33, 3.30, 2.00], [-1.00, 4.24, 1.59], [-0.41, 2.20, 1.37], [0.36, 3.37, 3.02], [-4.23, -2.30, -1.89], [-4.55, -1.11, -1.03], [-5.36, -1.37, 0.22], [-4.38, -1.21, 1.27], [-3.28, -0.63, 0.78], [-2.38, -0.27, 1.46], [-3.35, -0.52, -0.54], [-3.45, -2.02, -2.61], [-5.11, -2.68, -2.40], [-3.70, -3.05, -1.28], [-5.04, -0.39, -1.70], [-5.73, -2.39, 0.28], [-6.12, -0.61, 0.37], [5.00, 3.54, -0.98], [4.52, 2.73, 0.20], [3.52, 3.47, 1.11], [2.36, 2.64, 1.11], [2.54, 1.59, 0.32], [1.73, 0.74, 0.12], [3.73, 1.66, -0.33], [5.62, 4.39, -0.65], [4.18, 3.90, -1.60], [5.68, 2.94, -1.58], [5.36, 2.32, 0.76], [3.20, 4.39, 0.63], [3.85, 3.65, 2.12]],
  "nbo_charge": [1.5684, 0.7592, -0.2969, -0.2862, -0.3340, 2.1885, -0.9227, -0.9142, -1.2508, 2.2203, -0.9431, -0.9434, 0.7304, -0.3123, -0.3007, -0.3045, -1.2375, 0.4387, 0.7365, -0.5110, -0.6645, -0.4829, -0.6517, 0.0692, -0.0941, -0.4820, 1.0159, -0.6403, -0.4613, 0.2613, 0.2041, 0.2374, 0.1867, 0.2006, 0.1881, -0.6245, 0.0639, -0.0884, -0.4418, 1.0127, -0.6348, -0.4938, 0.2106, 0.2244, 0.2196, 0.1834, 0.1897, 0.2077],
  "multiplicity": 6,
  "homo_ev": [-4.97, -5.35],
  "e_tot_ev": -111521.33466,
  "e_lumo_ev": [2.577, 2.577],
  "charge": -1,
  "relative_energy_kj_mol": 0.00,
  "gap_ev": [7.551, 7.925]
}

No. 7
{
  "formula": "C10H13IN",
  "method": "ωB97M-V/def2-TZVPD",
  "elements": ["C", "C", "C", "C", "C", "C", "C", "C", "C", "C", "N", "I", "H", "H", "H", "H", "H", "H", "H", "H", "H", "H", "H", "H", "H"],
  "xyz": [[2.30, -1.41, -1.10], [2.22, 0.02, -0.96], [1.43, -2.21, -0.43], [1.12, 0.48, -0.24], [0.22, -0.44, 0.42], [0.78, 1.91, -0.19], [-0.66, 2.11, -0.60], [-1.70, 2.13, 0.62], [-1.98, 0.79, 1.01], [-0.52, -2.73, 0.81], [0.44, -1.73, 0.30], [-3.47, -0.42, -0.08], [3.23, -1.96, -1.36], [2.82, 0.59, -1.66], [1.41, -3.24, -0.56], [0.93, 2.43, 0.84], [1.40, 2.41, -0.94], [-0.64, 3.10, -1.15], [-0.93, 1.35, -1.25], [-1.43, 2.62, 1.50], [-2.57, 2.58, 0.24], [-2.16, 0.48, 1.98], [-0.04, -3.66, 1.04], [-1.00, -2.36, 1.70], [-1.24, -2.85, 0.07]],
  "nbo_charge": [-0.2180, -0.1090, 0.0389, -0.1095, 0.2435, -0.4394, -0.3498, -0.5806, 0.0220, -0.3989, -0.3303, 0.2094, 0.2541, 0.2468, 0.2220, 0.2393, 0.2335, 0.2412, 0.2123, 0.2444, 0.2753, 0.1654, 0.2299, 0.2326, 0.2249],
  "homo_ev": [-12.85, -12.84],
  "e_tot_ev": -20160.89630,
  "e_lumo_ev": [-4.952, -4.954],
  "charge": 1,
  "relative_energy_kj_mol": 459.10,
  "gap_ev": [7.894, 7.890]
}

No. 8
{
  "formula": "C10H13KN3O4S",
  "method": "ωB97M-V/def2-TZVPD",
  "elements": ["K", "S", "O", "O", "O", "O", "C", "C", "N", "H", "H", "H", "N", "C", "C", "C", "C", "H", "H", "H", "H", "H", "N", "C", "C", "C", "C", "H", "H", "H", "H", "H"],
  "xyz": [[-31.63, 25.07, -9.88], [-28.66, 25.56, -7.98], [-28.55, 26.39, -9.19], [-28.29, 26.32, -6.77], [-30.09, 25.14, -7.84], [-27.81, 24.37, -8.12], [-36.03, 26.86, -11.18], [-34.86, 26.92, -10.33], [-33.95, 26.93, -9.63], [-35.83, 26.44, -12.16], [-36.42, 27.86, -11.35], [-36.80, 26.22, -10.74], [-29.10, 23.04, -10.02], [-30.31, 22.46, -9.85], [-30.92, 22.30, -11.08], [-29.98, 22.78, -12.03], [-28.87, 23.21, -11.35], [-28.55, 23.49, -9.23], [-30.77, 22.33, -8.88], [-31.90, 21.90, -11.30], [-30.11, 22.84, -13.11], [-27.95, 23.67, -11.67], [-32.18, 23.76, -6.92], [-33.51, 24.03, -7.18], [-34.20, 22.86, -6.98], [-33.30, 21.85, -6.60], [-32.06, 22.43, -6.60], [-31.34, 24.36, -7.06], [-33.80, 25.01, -7.51], [-35.26, 22.70, -7.11], [-33.57, 20.82, -6.43], [-31.06, 22.05, -6.45]],
  "nbo_charge": [0.9511, 2.6052, -1.0990, -1.0605, -1.1985, -1.0727, -0.7277, 0.3082, -0.3449, 0.2573, 0.2569, 0.2601, -0.5095, -0.1007, -0.3814, -0.3597, -0.0646, 0.4790, 0.2198, 0.2065, 0.2023, 0.2178, -0.5254, -0.1213, -0.3243, -0.3291, -0.0672, 0.4872, 0.2077, 0.2006, 0.2081, 0.2185],
  "homo_ev": -4.09,
  "e_tot_ev": -50404.38064,
  "e_lumo_ev": 1.467,
  "charge": -1,
  "gap_ev": 5.555
}